Molecular formula: C40H68I2N6O7
Method: DFT, the ωB97M-V functional and the def2-TZVPD basis

Its gap between HOMO and LUMO is 6.99 eV. The structure (SMILES) is [H]/N=C(/C)Cc1cc2c(cc1[C@@H](I)[C@H](C)I)C(=O)C(CCCCCCCCC)=CC2=O.CN(C)C=O.CN(C)C=O.CN(C)C=O.CN(C)C=O.CN(C)C=O. As for the LUMO energy: -2.05 eV. Its HOMO energy is -9.0 eV.

```
! RIJCOSX wB97M-V def2-TZVPD def2/J DEFGRID3
* xyz 0 1
C -1.5508 4.0678 -8.4579
C -2.4742 3.2016 -7.4131
C -1.5067 2.0367 -6.7676
C -2.1780 1.2629 -5.4636
C -3.8175 1.2734 -5.4650
C -4.4903 0.4302 -4.2244
C -3.3834 -0.1101 -3.1078
C -4.1697 -0.7239 -1.7788
C -3.4909 -2.1392 -1.2972
C -2.7441 -2.0676 0.1708
C -1.2584 -2.3516 0.2768
C -0.4607 -2.3282 1.7338
O 0.8884 -2.5032 1.7507
C -1.2630 -2.0857 3.1638
C -0.5477 -2.1611 4.6445
C -1.3547 -1.8731 6.0638
C -0.5365 -1.9596 7.4818
C -0.8381 -3.3312 8.3588
C -1.4513 -4.7262 7.7530
N -0.5121 -3.3174 9.7027
C -2.9457 -1.4876 5.9765
C -3.8938 -1.1220 7.2922
I -4.6031 -2.9253 8.3683
C -3.2440 0.0208 8.2717
C -2.9637 -0.4607 9.8136
I -4.5897 1.8007 8.2141
C -3.6694 -1.4499 4.4694
C -2.8676 -1.7427 3.0670
C -3.5738 -1.6762 1.5671
O -4.8570 -1.2444 1.5282
H -0.8970 3.3433 -9.1278
H -0.8034 4.7204 -7.8131
H -2.1855 4.7250 -9.1990
H -3.3427 2.6798 -8.0422
H -2.9593 3.8529 -6.5500
H -0.4573 2.4719 -6.4162
H -1.2651 1.2714 -7.6493
H -1.7037 0.1867 -5.3975
H -1.8225 1.8685 -4.5038
H -4.1534 2.4080 -5.3088
H -4.1634 0.9120 -6.5274
H -5.2610 1.1480 -3.6789
H -5.1390 -0.4606 -4.6624
H -2.6580 0.7515 -2.7471
H -2.8052 -0.9952 -3.6467
H -4.2159 0.0505 -0.8790
H -5.3002 -0.8687 -2.1286
H -2.7332 -2.5394 -2.1090
H -4.3666 -2.9312 -1.2372
H -0.6870 -2.5896 -0.7173
H 0.5952 -2.3984 4.7385
H 0.6197 -2.0211 7.1938
H -0.6409 -1.0202 8.1748
H -0.6497 -5.5740 7.5910
H -2.2692 -5.1178 8.5180
H -2.0410 -4.4933 6.7431
H -0.1121 -2.3804 9.9842
H -4.8820 -0.6384 6.8287
H -2.2480 0.3919 7.7477
H -2.3892 -1.4742 9.9235
H -2.2598 0.3698 10.3020
H -3.9681 -0.4198 10.4365
H -4.8272 -1.2015 4.3819
C 1.3827 -0.7991 -3.2157
O 0.2453 -1.2167 -3.0404
N 2.2518 -0.4017 -2.2215
C 3.5856 0.0822 -2.5120
C 1.8184 -0.4699 -0.8414
H 1.8127 -0.7067 -4.2268
H 4.3132 -0.5659 -2.0152
H 3.6826 1.1027 -2.1308
H 3.7800 0.0811 -3.5882
H 1.5571 -1.5049 -0.6014
H 0.9295 0.1557 -0.7165
H 2.6094 -0.1245 -0.1706
C 6.3896 1.9716 -3.8594
O 6.2795 1.1489 -2.9593
N 6.6988 1.6850 -5.1724
C 6.8109 2.7185 -6.1808
C 6.9190 0.3065 -5.5572
H 6.2426 3.0487 -3.6761
H 6.0812 2.5221 -6.9715
H 7.8209 2.6961 -6.5997
H 6.6209 3.7076 -5.7549
H 6.0163 -0.2722 -5.3391
H 7.7478 -0.0990 -4.9691
H 7.1537 0.2354 -6.6225
C 2.2455 -5.9322 4.6631
O 2.1354 -6.7548 5.5632
N 2.5548 -6.2187 3.3502
C 2.6668 -5.1853 2.3417
C 2.7749 -7.5973 2.9653
H 2.0985 -4.8550 4.8465
H 1.9372 -5.3817 1.5510
H 3.6769 -5.2077 1.9228
H 2.4768 -4.1961 2.7677
H 1.8722 -8.1760 3.1835
H 3.6037 -8.0027 3.5535
H 3.0096 -7.6683 1.9000
C 2.2431 5.0295 -7.5567
O 1.5605 4.0373 -7.7771
N 2.9273 5.2869 -6.3874
C 3.7155 6.4880 -6.2042
C 2.8567 4.3259 -5.3064
H 2.3648 5.8239 -8.3115
H 4.7528 6.2038 -6.0057
H 3.3181 7.0454 -5.3513
H 3.6813 7.1220 -7.0946
H 3.2391 3.3637 -5.6603
H 1.8111 4.2013 -5.0090
H 3.4457 4.6639 -4.4498
C -1.4349 1.6171 5.7199
O -1.2615 1.8668 6.9059
N -1.5993 2.5529 4.7204
C -1.8003 2.1753 3.3368
C -1.5703 3.9594 5.0637
H -1.4738 0.5793 5.3497
H -0.9935 2.6006 2.7330
H -2.7611 2.5725 2.9975
H -1.8004 1.0879 3.2205
H -0.6056 4.1933 5.5241
H -2.3648 4.1654 5.7872
H -1.7132 4.5775 4.1734
*
```

Molecular formula: C40H68N10
Method: DFT, the ωB97M-V functional and the def2-TZVPD basis

Its gap between HOMO and LUMO is 8.58 eV. The structure (SMILES) is c1cc[nH]c1.CCCC#N.CCCC#N.CCCC#N.CCCC#N.CCCC#N.CCCC#N.CCCC#N.CCCC#N.CCCC#N. As for the LUMO energy: -0.03 eV. Its HOMO energy is -8.6 eV. The calculation puts the energy relative to the best compared isomer or geometry (same formula, charge and spin) at 0.0 kJ/mol.

```
! RIJCOSX wB97M-V def2-TZVPD def2/J DEFGRID3
* xyz 0 1
C 16.3019 32.6493 -4.7647
C 16.5522 34.0476 -5.2848
C 15.7072 34.3883 -6.5332
C 15.9261 33.4316 -7.6184
N 16.0541 32.6461 -8.4465
H 15.2264 32.4623 -4.7298
H 16.7427 32.5653 -3.7702
H 16.7655 31.8941 -5.3998
H 17.6029 34.2274 -5.5113
H 16.2669 34.7572 -4.5089
H 15.9552 35.4023 -6.8429
H 14.6445 34.3103 -6.2843
C 14.9505 31.2432 -0.8323
C 14.4183 30.5169 -2.0652
C 15.4548 29.5909 -2.6904
C 15.9768 28.6292 -1.7239
N 16.2949 27.8681 -0.9213
H 14.1107 31.7275 -0.3340
H 15.7180 31.9642 -1.1187
H 15.3984 30.5418 -0.1250
H 14.0981 31.2459 -2.8058
H 13.5323 29.9577 -1.7613
H 16.2894 30.1717 -3.0844
H 15.0283 28.9879 -3.4915
C 14.0306 34.6184 -2.5604
C 13.3361 35.9487 -2.6821
C 13.8087 36.7943 -3.8600
C 15.2361 37.1556 -3.7903
N 16.3360 37.4570 -3.7762
H 13.7400 34.1430 -1.6209
H 15.1175 34.7218 -2.5255
H 13.7591 33.9257 -3.3604
H 13.5179 36.5183 -1.7665
H 12.2592 35.7995 -2.7639
H 13.2687 37.7407 -3.9263
H 13.6823 36.2756 -4.8169
C 15.3317 29.3419 -7.1082
C 16.8236 29.5449 -7.0593
C 17.6033 28.3504 -7.6237
C 19.0431 28.5670 -7.6683
N 20.1791 28.7269 -7.7053
H 14.9858 28.6378 -6.3514
H 15.0107 28.9823 -8.0886
H 14.8437 30.3073 -6.9674
H 17.1827 29.7458 -6.0485
H 17.1411 30.3883 -7.6777
H 17.2560 28.2054 -8.6516
H 17.3896 27.4303 -7.0785
C 17.2501 23.5698 0.8447
C 16.8822 25.0447 0.8033
C 15.3551 25.2415 0.7966
C 14.6906 24.7533 -0.4063
N 14.1686 24.3704 -1.3584
H 16.4950 22.9681 1.3573
H 18.1884 23.4058 1.3769
H 17.3787 23.1452 -0.1525
H 17.3333 25.5116 -0.0658
H 17.2146 25.5237 1.7241
H 15.0516 26.2728 0.9593
H 14.9886 24.6457 1.6370
C 14.8446 32.6510 2.9917
C 15.4946 32.5456 4.3602
C 14.8683 33.5274 5.3714
C 15.3528 34.8902 5.1761
N 15.7153 35.9693 5.0070
H 14.8508 33.6690 2.5909
H 13.7748 32.4164 3.0366
H 15.3342 31.9823 2.2867
H 16.5536 32.7817 4.2582
H 15.3612 31.5273 4.7251
H 15.0687 33.2202 6.3964
H 13.7848 33.5661 5.2261
C 12.6307 27.7338 -0.5994
C 11.6273 26.8846 0.1747
C 10.4012 27.6646 0.6206
C 9.6563 28.3154 -0.4633
N 9.0320 28.8633 -1.2554
H 13.5771 27.1983 -0.7102
H 12.8559 28.6499 -0.0480
H 12.3069 27.9506 -1.6167
H 12.1130 26.5254 1.0880
H 11.3267 25.9911 -0.3732
H 10.6810 28.4756 1.2996
H 9.6820 27.0236 1.1338
C 15.5084 28.6324 3.0196
C 14.2996 28.2543 3.8782
C 14.6057 27.2069 4.9581
C 15.1439 25.9589 4.4405
N 15.5763 24.9707 4.0616
H 16.3955 28.8295 3.6142
H 15.2269 29.4790 2.3916
H 15.6657 27.8144 2.3142
H 13.4994 27.9188 3.2144
H 13.9118 29.1248 4.4157
H 13.7054 27.0296 5.5453
H 15.3522 27.6226 5.6400
C 17.2852 23.6603 -4.0610
C 17.3780 25.1223 -3.6093
C 18.0382 25.9827 -4.6859
C 18.1213 27.3786 -4.2956
N 18.2459 28.4843 -3.9998
H 16.3650 23.4933 -4.6238
H 17.2720 22.9851 -3.2107
H 18.1099 23.3886 -4.7255
H 17.9907 25.1969 -2.7088
H 16.3883 25.4884 -3.3447
H 17.5061 25.8871 -5.6328
H 19.0474 25.5958 -4.8338
N 10.5080 29.9281 -3.8588
C 11.2143 28.7672 -3.8423
C 12.4171 29.0049 -4.4178
C 12.4483 30.3752 -4.8049
C 11.2312 30.9056 -4.4694
H 9.5570 30.0371 -3.5531
H 10.8116 27.8907 -3.3674
H 13.2483 28.3194 -4.4111
H 13.2635 30.9365 -5.2298
H 10.8304 31.8932 -4.6222
*
```